Record 1
One molecule with the formula C4H5N3O2S, computed with ωB97M-V with the def2-TZVPD basis set.

Atoms and positions in Å:
C  1.700  -0.669  1.033
C  0.282  -0.660  -0.750
C  -1.636  0.828  0.027
C  -2.160  0.885  -1.406
N  1.451  -1.009  -0.177
N  -0.532  0.049  0.161
N  2.800  -1.122  1.704
O  -0.092  -0.912  -1.838
O  -2.127  1.466  0.952
S  0.552  0.364  1.859
H  -1.927  -0.047  -2.007
H  -1.637  1.688  -1.945
H  -3.262  1.172  -1.354
H  3.657  -1.243  1.091
H  2.932  -0.791  2.650

The HOMO energy (spin up / spin down) comes out at -7.63 / -10.00 eV. The gap between HOMO and LUMO (spin up / spin down) comes out at 7.8 / 6.2 eV. The value obtained for the LUMO energy (spin up / spin down) is 0.184 / -3.819 eV. As for the spin multiplicity: 3.



Record 2
C4H5N3S as an isolated structure, computed with ωB97M-V with the def2-TZVPD basis set.

Atoms and positions in Å:
C  0.280  -0.570  0.068
C  -1.551  -1.493  0.112
C  -0.852  1.786  -0.163
C  0.246  2.495  0.201
H  2.223  -1.562  -0.315
H  -2.072  -2.440  0.253
H  -1.976  2.059  -0.166
H  1.307  2.103  0.204
H  0.105  3.517  0.173
N  -0.247  -1.739  0.042
N  -1.949  -0.166  -0.049
N  -0.747  0.313  -0.136
S  2.017  -0.365  -0.028

The HOMO energy comes out at -8.84 eV. The gap between HOMO and LUMO comes out at 9.5 eV. The value obtained for the LUMO energy is 0.656 eV.



Record 3
A 2-piece molecular cluster, C4H5N4 overall, computed with ωB97M-V with the def2-TZVPD basis set.

Atoms and positions in Å:
C  -0.201  0.268  1.555
C  0.602  0.209  -1.724
C  -0.381  -0.930  -1.702
C  0.466  -0.721  -0.532
N  0.651  0.951  2.324
N  -1.423  0.163  2.103
N  -0.042  1.254  3.357
N  -1.262  0.806  3.261
H  1.521  0.239  -2.500
H  0.243  1.239  -1.657
H  -1.294  -0.503  -1.614
H  -0.219  -1.705  -2.587
H  1.338  -1.271  -0.283

The HOMO energy comes out at -4.91 eV. The gap between HOMO and LUMO comes out at 8.6 eV. The value obtained for the LUMO energy is 3.690 eV. The total charge is -1.